{
  "formula": "C44H32LiN4O5S4",
  "method": "the ωB97M-V functional and the def2-TZVPD basis",
  "species": ["Li", "C", "C", "C", "C", "C", "C", "C", "S", "O", "C", "C", "C", "C", "C", "C", "C", "C", "C", "C", "C", "C", "C", "C", "C", "C", "C", "C", "C", "C", "S", "O", "C", "C", "C", "C", "C", "C", "C", "H", "H", "H", "H", "H", "H", "H", "H", "H", "H", "H", "H", "H", "H", "H", "H", "H", "H", "H", "H", "H", "H", "H", "H", "H", "H", "O", "S", "O", "O", "C", "N", "C", "C", "C", "N", "C", "C", "C", "N", "C", "C", "H", "H", "H", "H", "H", "H", "S", "C", "N"],
  "coordinates": [[-1.61, 3.16, -1.92], [6.10, 2.09, 0.89], [4.85, 1.82, 0.10], [4.92, 1.62, -1.23], [3.82, 1.45, -2.07], [2.54, 1.66, -1.57], [2.44, 1.84, -0.19], [3.55, 1.95, 0.64], [1.20, 1.93, -2.66], [0.03, 2.25, -1.84], [1.05, 0.26, -3.25], [1.37, 0.14, -4.62], [1.22, -1.05, -5.25], [0.78, -2.21, -4.51], [0.60, -3.47, -5.21], [0.18, -4.56, -4.50], [-0.06, -4.48, -3.11], [0.09, -3.31, -2.40], [0.49, -2.09, -3.14], [0.67, -0.85, -2.48], [0.31, -0.72, -1.04], [1.18, -1.19, -0.04], [2.46, -1.75, -0.43], [3.25, -2.23, 0.60], [2.85, -2.21, 1.96], [1.65, -1.68, 2.32], [0.82, -1.15, 1.31], [-0.45, -0.74, 1.73], [-1.38, -0.41, 0.75], [-0.98, -0.34, -0.63], [-2.10, 0.22, -1.93], [-2.76, 1.49, -1.50], [-3.26, -1.07, -1.66], [-3.15, -2.39, -2.06], [-3.92, -3.38, -1.40], [-4.88, -3.03, -0.42], [-5.51, -4.12, 0.43], [-5.11, -1.69, -0.15], [-4.26, -0.74, -0.68], [6.75, 2.75, 0.36], [6.69, 1.18, 0.98], [5.86, 2.49, 1.86], [5.94, 1.59, -1.58], [4.00, 1.26, -3.11], [1.52, 1.95, 0.34], [3.44, 2.08, 1.73], [1.66, 1.11, -5.15], [1.31, -1.15, -6.35], [0.84, -3.55, -6.24], [-0.02, -5.44, -5.17], [-0.29, -5.39, -2.55], [0.03, -3.19, -1.37], [2.81, -1.78, -1.45], [4.25, -2.64, 0.35], [3.54, -2.60, 2.72], [1.29, -1.72, 3.32], [-0.73, -0.86, 2.82], [-2.42, -0.19, 1.07], [-2.34, -2.63, -2.74], [-3.71, -4.41, -1.73], [-6.48, -3.76, 0.82], [-4.76, -4.44, 1.23], [-5.62, -4.96, -0.18], [-5.86, -1.45, 0.63], [-4.29, 0.30, -0.45], [0.12, -1.25, 7.12], [0.16, -0.78, 5.75], [1.48, -0.63, 5.15], [-0.78, -1.50, 4.94], [-0.48, 0.89, 5.63], [-0.87, 1.47, 6.77], [-1.22, 2.76, 6.66], [-1.31, 3.39, 5.45], [-0.94, 2.65, 4.33], [-0.52, 1.44, 4.41], [-1.12, 3.19, 2.93], [-0.03, 3.29, 2.06], [-0.27, 3.79, 0.76], [-1.48, 4.10, 0.31], [-2.49, 4.03, 1.17], [-2.34, 3.66, 2.49], [-1.44, 3.31, 7.52], [-1.71, 4.39, 5.40], [0.94, 3.05, 2.37], [0.54, 4.06, 0.08], [-3.42, 4.37, 0.81], [-3.20, 3.79, 3.15], [0.28, 3.32, -5.83], [-0.80, 3.72, -4.67], [-1.53, 3.98, -3.77]],
  "lowdin_charge": [0.579, -0.039, -0.278, -0.065, -0.048, -0.363, -0.066, -0.007, 1.019, -0.582, -0.294, -0.104, -0.015, -0.135, -0.033, -0.095, -0.086, 0.000, -0.098, -0.139, -0.165, -0.135, -0.005, -0.070, -0.063, -0.003, -0.153, 0.007, -0.014, -0.255, 1.029, -0.553, -0.359, -0.058, -0.014, -0.276, -0.053, -0.048, -0.074, 0.070, 0.081, 0.072, 0.115, 0.111, 0.078, 0.128, 0.066, 0.123, 0.097, 0.118, 0.108, 0.099, 0.109, 0.102, 0.108, 0.069, 0.114, 0.122, 0.090, 0.111, 0.083, 0.114, 0.042, 0.124, 0.087, -0.344, 0.399, -0.361, -0.356, -0.334, 0.130, -0.120, -0.004, -0.253, 0.188, -0.136, 0.027, -0.135, 0.039, -0.133, -0.016, 0.089, 0.109, 0.091, 0.113, 0.097, 0.123, 0.447, -1.020, -0.070],
  "lumo_energy_ha": 0.058,
  "charge": -1,
  "total_energy_ha": -3891.54650,
  "relative_energy_kcal_mol": 0.00,
  "homo_energy_ev": -5.45,
  "homo_lumo_gap_ha": 0.258,
  "mol_weight_da": 831.972
}